Record 1
The following is a DFT calculation (ωB97M-V with the def2-TZVPD basis set) of 2 unconnected molecules or ions with the total composition C4H8O3.

XYZ file:
```
15
C4H8O3 | OMol25 | ωB97M-V with the def2-TZVPD basis set
C -0.526 -1.701 -1.669
C 0.264 -0.450 -1.424
O -1.508 1.990 1.875
C 1.017 -0.247 -0.349
O 1.765 0.881 -0.183
C -0.545 1.071 1.901
O 0.562 1.252 2.346
H -1.529 -1.456 -2.036
H -0.051 -2.340 -2.424
H -0.638 -2.297 -0.755
H 0.239 0.330 -2.184
H -1.130 2.808 2.242
H 1.089 -1.002 0.439
H 1.885 1.029 0.766
H -0.894 0.132 1.456
```

Summary:
Calculated total energy   -382.91197 a.u.
Strongest force on any atom   0.417 eV Å⁻¹
E_LUMO   0.715 eV
Molecular weight   104.105 g/mol
SMILES   C/C=C/O.O=CO
Energy relative to the best compared isomer or geometry (same formula, charge and spin)   33.2 kcal per mole

Just the natural (NBO) charges please, in e? Sure, here they are:
1 C -0.631
2 C -0.282
3 O -0.662
4 C 0.114
5 O -0.698
6 C 0.660
7 O -0.625
8 H 0.212
9 H 0.214
10 H 0.205
11 H 0.206
12 H 0.495
13 H 0.161
14 H 0.498
15 H 0.134


Record 2
The following is a DFT calculation (ωB97M-V with the def2-TZVPD basis set) of 2 unconnected molecules or ions with the total composition C4H8O3 at a distorted geometry.

XYZ file:
```
15
C4H8O3 | OMol25 | ωB97M-V with the def2-TZVPD basis set
C 1.046 0.814 0.551
C -0.205 0.252 -0.125
C -0.595 -1.144 0.385
O -0.188 -2.120 -0.180
C 0.842 1.111 2.033
O 1.799 1.506 2.650
H 1.471 1.684 0.063
H 1.708 -0.050 0.432
H -0.313 0.273 -1.246
H -0.974 1.047 0.020
H -1.242 -1.141 1.280
H -0.181 1.104 2.502
H -0.794 -0.567 -3.297
H -1.111 -1.858 -2.536
O -1.264 -0.910 -2.531
```

Summary:
Calculated total energy   -382.87635 a.u.
Strongest force on any atom   2.893 eV Å⁻¹
E_LUMO   0.577 eV
Molecular weight   104.105 g/mol
SMILES   O=CCCC=O.O
Energy relative to the best compared isomer or geometry (same formula, charge and spin)   55.5 kcal per mole

Just the natural (NBO) charges please, in e? Sure, here they are:
1 C -0.512
2 C -0.549
3 C 0.454
4 O -0.521
5 C 0.427
6 O -0.505
7 H 0.247
8 H 0.237
9 H 0.279
10 H 0.204
11 H 0.110
12 H 0.115
13 H 0.472
14 H 0.486
15 O -0.945